(1)
ORCA calculation (the ωB97M-V functional and the def2-TZVPD basis) on a 7-piece molecular cluster, C29H63N3O12P overall.

Element x y z (Å)
C: 0.8895 -1.2177 -4.5021
C: 1.4870 -0.1774 -3.5387
P: 1.4352 -0.5584 -1.7500
C: 0.4044 -2.0652 -1.5243
C: 1.2433 -3.2651 -1.0394
N: 0.1595 0.6250 -1.2701
C: 0.1249 1.1269 -0.0657
N: 1.2861 1.4494 0.5826
N: -1.0945 1.4094 0.5873
H: -0.1182 -0.9249 -4.8015
H: 1.4880 -1.2608 -5.4159
H: 0.8766 -2.2296 -4.1053
H: 2.5308 0.0204 -3.7965
H: 0.9632 0.7753 -3.6639
H: -0.1943 -2.3176 -2.4011
H: -0.3103 -1.7893 -0.7398
H: 0.8478 -3.6111 -0.0806
H: 2.2865 -2.9924 -0.8512
H: 1.2081 -4.0988 -1.7407
H: -0.6096 0.8591 -1.9023
H: 1.9520 1.8263 -0.0917
H: 1.7437 0.7483 1.1529
H: -1.6848 2.0345 0.0426
H: -1.6199 0.5412 0.6787
O: 2.5055 4.3101 -1.8368
C: 2.9238 4.8457 -0.8393
O: 3.4385 4.0595 0.1193
C: 4.0803 4.5562 1.3145
C: 3.0661 4.8550 2.3930
C: 2.8034 6.3281 -0.6051
H: 4.7223 5.4038 1.0742
H: 4.7321 3.7365 1.6119
H: 2.4012 5.6681 2.0986
H: 3.5613 5.1428 3.3201
H: 2.4486 3.9778 2.5787
H: 1.8257 6.5206 -0.1623
H: 2.8501 6.8261 -1.5696
H: 3.5652 6.7390 0.0505
O: 0.9442 2.9918 3.8366
C: 0.5330 2.6188 4.9087
O: 0.3095 3.5340 5.8597
C: -0.3621 3.2178 7.1008
C: 0.5884 2.6858 8.1483
C: 0.3548 1.1535 5.2267
H: -1.1956 2.5399 6.9249
H: -0.7821 4.1714 7.4145
H: 1.0287 1.7344 7.8498
H: 0.0484 2.5295 9.0820
H: 1.3972 3.3954 8.3242
H: 1.3142 0.7585 5.5616
H: 0.0722 0.6374 4.3118
H: -0.3938 0.9527 5.9866
O: -2.5524 0.6670 8.0056
C: -2.9592 -0.0838 7.1617
O: -2.9024 0.3385 5.8752
C: -3.1711 -0.5165 4.7565
C: -4.6449 -0.5643 4.4166
C: -3.5673 -1.4236 7.4836
H: -2.7543 -1.5111 4.9243
H: -2.6059 -0.0642 3.9415
H: -5.2277 -1.0027 5.2264
H: -4.8043 -1.1669 3.5215
H: -5.0230 0.4411 4.2339
H: -4.6288 -1.2751 7.6846
H: -3.0961 -1.7927 8.3901
H: -3.4589 -2.1650 6.6978
O: -1.1359 1.7084 -4.0677
C: -1.1170 2.8085 -4.5740
O: -0.3263 2.9862 -5.6341
C: -0.3124 4.2014 -6.4110
C: 0.6125 5.2411 -5.8205
C: -1.8905 3.9665 -3.9997
H: -1.3274 4.5754 -6.5428
H: 0.0407 3.8803 -7.3886
H: 0.2822 5.5658 -4.8338
H: 0.6485 6.1142 -6.4720
H: 1.6201 4.8386 -5.7233
H: -1.2719 4.4380 -3.2343
H: -2.7874 3.5727 -3.5290
H: -2.1718 4.7223 -4.7258
O: 0.5984 -4.0060 4.0441
C: 1.1886 -4.8545 3.4303
O: 0.4936 -5.5984 2.5431
C: 1.1258 -6.4686 1.5888
C: 1.4229 -7.8469 2.1356
C: 2.6513 -5.1429 3.6683
H: 2.0139 -5.9810 1.1834
H: 0.3976 -6.5320 0.7813
H: 2.1403 -7.8117 2.9552
H: 1.8349 -8.4776 1.3478
H: 0.5080 -8.3070 2.5077
H: 2.7252 -5.8540 4.4919
H: 3.1287 -4.2168 3.9758
H: 3.1778 -5.5525 2.8115
O: -0.6732 -3.8297 -5.1433
C: -1.3668 -3.7528 -6.1241
O: -1.3291 -4.7649 -7.0068
C: -2.2211 -4.8602 -8.1294
C: -1.7162 -4.0895 -9.3291
C: -2.2078 -2.5331 -6.4165
H: -3.2285 -4.5588 -7.8414
H: -2.2560 -5.9260 -8.3462
H: -1.6637 -3.0191 -9.1291
H: -2.3824 -4.2452 -10.1779
H: -0.7192 -4.4331 -9.6030
H: -1.5845 -1.8092 -6.9433
H: -2.5110 -2.0976 -5.4680
H: -3.0908 -2.7288 -7.0169

Forces on atoms 1 to 2 (eV/Å):
0.25 0.25 -0.22
-0.05 -0.03 -0.52

Results
Net charge: +1
HOMO level (eV): -11.7143
DFT total energy (Ha): -2551.08711



(2)
ORCA calculation (the ωB97M-V functional and the def2-TZVPD basis) on a 3-piece molecular cluster, C38H39O4S overall.

Element x y z (Å)
C: -3.8106 -3.8623 -0.9820
C: -2.6311 -3.1384 -0.3205
C: -2.6510 -1.6506 -0.6422
C: -1.4848 -0.8679 -0.0364
C: -1.8103 0.6071 0.2575
C: -0.6893 1.5883 -0.1085
C: -0.8169 2.1836 -1.5238
C: -0.9255 3.7147 -1.5527
C: -0.3786 4.2792 -2.8597
C: -0.5572 5.8075 -2.9468
S: -1.5457 6.2632 -4.4012
H: -4.7380 -3.6089 -0.4688
H: -3.6846 -4.9414 -0.9712
H: -3.9255 -3.5243 -2.0129
H: -1.7051 -3.6116 -0.6481
H: -2.7440 -3.2685 0.7580
H: -2.6674 -1.5334 -1.7273
H: -3.5789 -1.2401 -0.2342
H: -0.6118 -0.9224 -0.6893
H: -1.1980 -1.3588 0.8951
H: -2.0388 0.7127 1.3167
H: -2.7106 0.8917 -0.2910
H: -0.6860 2.4033 0.6175
H: 0.2822 1.1044 -0.0196
H: -1.6615 1.7409 -2.0528
H: 0.0687 1.9173 -2.1074
H: -1.9624 4.0307 -1.4288
H: -0.3325 4.0998 -0.7214
H: 0.6817 4.0643 -2.9690
H: -0.9090 3.7986 -3.6850
H: 0.4000 6.3156 -3.0405
H: -1.0488 6.2354 -2.0759
H: -2.2046 7.3530 -3.9792
H: -0.6378 6.8879 -5.1650
C: -2.0180 -5.4357 3.3409
C: -2.0908 -6.1164 4.5519
C: -2.2197 -7.4944 4.5683
C: -2.2856 -8.1985 3.3727
C: -2.2266 -7.5139 2.1585
C: -2.0841 -6.1334 2.1480
C: -2.3306 -8.2357 0.8573
O: -2.2754 -7.6349 -0.1955
C: -2.5118 -9.7140 0.8971
C: -2.6538 -10.4078 -0.2978
C: -2.8124 -11.7824 -0.2829
C: -2.8244 -12.4715 0.9249
C: -2.6864 -11.7855 2.1189
C: -2.5349 -10.4051 2.1110
C: -2.4113 -9.6853 3.4116
O: -2.4147 -10.2839 4.4646
H: -1.9102 -4.3588 3.3305
H: -2.0450 -5.5696 5.4844
H: -2.2716 -8.0366 5.5020
H: -2.0301 -5.6175 1.1992
H: -2.6387 -9.8610 -1.2300
H: -2.9261 -12.3211 -1.2141
H: -2.9439 -13.5466 0.9331
H: -2.6970 -12.3087 3.0648
C: 4.6037 9.7755 2.4749
C: 5.7372 10.1722 1.7742
C: 6.1376 9.4778 0.6455
C: 5.4096 8.3761 0.2167
C: 4.2772 7.9688 0.9290
C: 3.8743 8.6771 2.0541
C: 3.4951 6.7758 0.5089
O: 2.4899 6.4310 1.0958
C: 3.9774 6.0111 -0.6800
C: 3.2998 4.8586 -1.0554
C: 3.7117 4.1477 -2.1687
C: 4.8035 4.5813 -2.9151
C: 5.4901 5.7219 -2.5356
C: 5.0824 6.4371 -1.4154
C: 5.8502 7.6550 -1.0108
O: 6.7946 8.0346 -1.6653
H: 4.2922 10.3235 3.3538
H: 6.3095 11.0260 2.1108
H: 7.0143 9.7797 0.0899
H: 2.9948 8.3557 2.5942
H: 2.4565 4.5239 -0.4653
H: 3.1862 3.2449 -2.4561
H: 5.1225 4.0241 -3.7858
H: 6.3466 6.0679 -3.0973

Forces on atoms 1 to 2 (eV/Å):
0.09 0.34 0.04
-0.60 -0.25 -0.24

Results
Net charge: +1
HOMO level (eV): -10.7807
Energy relative to the best compared isomer or geometry (same formula, charge and spin) (kcal per mole): 0.0
DFT total energy (Ha): -2170.31970



(3)
ORCA calculation (the ωB97M-V functional and the def2-TZVPD basis) on an isolated ion of composition C7H10N and charge +1 at a distorted geometry.

Element x y z (Å)
C: -2.5039 -0.4763 -0.2505
C: -1.2103 0.1209 -0.1962
N: -0.1080 -0.6522 -0.3851
C: 0.5366 -1.0099 0.8997
C: 1.0577 0.1185 0.0319
C: 2.4010 -0.1484 -0.5761
C: 0.5170 1.4347 0.2338
C: -0.8557 1.4468 0.1387
H: -3.3557 0.0397 -0.7546
H: -2.8304 -0.6212 0.7712
H: -2.6154 -1.3686 -0.8351
H: 1.0158 -1.9953 0.9250
H: -0.0594 -0.8385 1.7289
H: 2.4847 -1.1089 -1.1574
H: 3.1886 0.0079 0.0638
H: 2.5373 0.6520 -1.3177
H: 1.3345 2.1037 0.3696
H: -1.5345 2.2951 0.3099

Forces on atoms 1 to 2 (eV/Å):
-2.82 -0.26 -0.68
0.78 0.78 -0.48

Results
Net charge: +1
SMILES string: CC1=[N+]2C[C@]2(C)C=C1
HOMO level (eV): -15.2747
Energy relative to the best compared isomer or geometry (same formula, charge and spin) (kcal per mole): 39.7
DFT total energy (Ha): -327.13772



Lowest unoccupied orbital energy across the listed records, respectively: -0.1101, -0.1410, -0.2135 hartree.